A structure of composition Cl2O8Sr in a non-equilibrium geometry, computed with ωB97M-V/def2-TZVPD.

Calculated values
E_tot, hartree: -1552.4636
Kohn-Sham gap, eV: 6.53
Strongest force on any atom, eV/Å: 5.28
Charge: 0
HOMO, hartree: -0.3558

Cartesian coordinates (Å):
Sr 1.447 -1.038 -1.150
Cl -2.462 -1.378 -0.433
O -3.066 -0.145 -0.884
O -2.501 -2.337 -1.515
O -1.042 -1.373 -0.074
O -3.308 -1.898 0.570
Cl 2.169 1.659 0.752
O 2.194 0.288 1.134
O 0.903 1.837 0.256
O 2.508 2.723 1.672
O 3.157 1.661 -0.328